1.
Entry from the OMol25 dataset: a molecular structure, C59H43CoF3O2P2S (the ωB97M-V functional and the def2-TZVPD basis).

Its spin multiplicity is 4. For the HOMO energy (spin up / spin down), the calculation gives -4.46 / -7.15 eV. The value obtained for the orbital gap (spin up / spin down) is 4.157 / 6.780 eV. The energy above the lowest of the compared OMol25 structures with the same formula, charge and spin is 0.5082 eV.

CARTESIAN COORDINATES (ANGSTROEM)
1 Co 0.16 -0.13 -0.02
2 O -0.70 1.39 2.65
3 S 0.06 0.13 2.37
4 C -0.97 -1.13 3.17
5 C -0.50 -1.80 4.26
6 C -1.33 -2.60 5.08
7 C -2.66 -2.67 4.80
8 C -3.80 -3.36 5.50
9 C -5.06 -2.99 4.66
10 C -4.53 -2.18 3.51
11 C -5.16 -1.62 2.44
12 C -4.37 -0.95 1.48
13 C -3.00 -0.81 1.58
14 P -2.17 -0.24 0.06
15 C -2.64 -1.48 -1.19
16 C -2.32 -1.21 -2.52
17 C -2.49 -2.18 -3.49
18 C -2.95 -3.44 -3.15
19 C -3.25 -3.73 -1.82
20 C -3.09 -2.76 -0.84
21 C -3.12 1.25 -0.35
22 C -2.94 2.35 0.49
23 C -3.64 3.53 0.26
24 C -4.53 3.61 -0.81
25 C -4.73 2.51 -1.63
26 C -4.03 1.33 -1.40
27 C -2.34 -1.29 2.75
28 C -3.14 -2.01 3.65
29 C 1.51 0.08 3.26
30 C 1.37 0.60 4.59
31 C 2.31 0.38 5.56
32 C 3.44 -0.38 5.24
33 C 4.63 -0.79 6.08
34 C 5.55 -1.58 5.10
35 C 4.86 -1.48 3.76
36 C 5.26 -1.91 2.50
37 C 4.46 -1.61 1.42
38 C 3.20 -0.95 1.54
39 P 2.49 -0.23 0.06
40 C 3.51 1.29 -0.09
41 C 4.80 1.21 -0.61
42 C 5.61 2.34 -0.64
43 C 5.15 3.55 -0.12
44 C 3.88 3.62 0.43
45 C 3.06 2.49 0.45
46 C 3.01 -1.22 -1.38
47 C 3.09 -0.59 -2.62
48 C 3.35 -1.33 -3.77
49 C 3.53 -2.70 -3.70
50 C 3.44 -3.34 -2.47
51 C 3.18 -2.61 -1.32
52 C 2.73 -0.57 2.83
53 C 3.64 -0.81 3.91
54 H 0.54 -1.70 4.52
55 H -0.90 -3.10 5.95
56 H -3.90 -3.02 6.54
57 H -3.64 -4.44 5.54
58 H -5.78 -2.41 5.25
59 H -5.59 -3.88 4.31
60 H -6.23 -1.70 2.29
61 H -4.86 -0.57 0.59
62 H -1.92 -0.24 -2.79
63 H -2.25 -1.95 -4.52
64 H -3.07 -4.20 -3.91
65 H -3.59 -4.72 -1.55
66 H -3.32 -2.99 0.19
67 H -2.26 2.28 1.32
68 H -3.49 4.38 0.91
69 H -5.07 4.53 -1.00
70 H -5.43 2.57 -2.46
71 H -4.20 0.48 -2.05
72 H 0.47 1.16 4.83
73 H 2.17 0.79 6.56
74 H 4.32 -1.41 6.93
75 H 5.15 0.08 6.49
76 H 5.66 -2.62 5.41
77 H 6.55 -1.16 5.06
78 H 6.20 -2.42 2.34
79 H 4.82 -1.87 0.43
80 H 5.18 0.28 -1.01
81 H 6.61 2.27 -1.05
82 H 5.78 4.43 -0.15
83 H 3.51 4.55 0.84
84 H 2.08 2.54 0.89
85 H 2.94 0.48 -2.69
86 H 3.41 -0.82 -4.73
87 H 3.74 -3.27 -4.59
88 H 3.57 -4.41 -2.40
89 H 3.10 -3.12 -0.37
90 F 0.49 9.13 -1.35
91 C -0.34 8.61 -0.42
92 F -1.57 9.07 -0.73
93 F -0.01 9.15 0.76
94 C -0.29 7.12 -0.42
95 C -0.56 6.44 -1.60
96 C -0.49 5.06 -1.64
97 C -0.16 4.34 -0.49
98 C 0.08 5.03 0.70
99 C 0.01 6.41 0.74
100 C -0.06 2.91 -0.51
101 C 0.05 1.70 -0.51
102 H -0.82 7.00 -2.49
103 H -0.71 4.52 -2.56
104 H 0.30 4.46 1.60
105 H 0.20 6.94 1.66
106 C 0.30 -3.21 0.96
107 C 0.23 -2.04 0.05
108 O 0.26 -2.09 -1.15
109 H 0.41 -4.12 0.38
110 H -0.60 -3.25 1.57
111 H 1.14 -3.07 1.65

=====

2.
Entry from the OMol25 dataset: a molecular structure, C59H44NOP2SY (the ωB97M-V functional and the def2-TZVPD basis).

As for the net charge: +2. For the HOMO energy, the calculation gives -11.98 eV. The value obtained for the orbital gap is 6.986 eV.

CARTESIAN COORDINATES (ANGSTROEM)
1 Y 0.20 -0.44 0.05
2 O 2.41 -0.50 0.48
3 S 2.92 0.79 -0.22
4 C 4.13 0.21 -1.36
5 C 5.36 -0.20 -0.87
6 C 6.42 -0.56 -1.71
7 C 6.23 -0.46 -3.06
8 C 7.16 -0.72 -4.22
9 C 6.34 -0.38 -5.48
10 C 4.96 -0.07 -4.97
11 C 3.79 0.20 -5.62
12 C 2.63 0.36 -4.85
13 C 2.61 0.35 -3.46
14 P 0.96 0.15 -2.71
15 C -0.06 1.49 -3.38
16 C -1.45 1.33 -3.41
17 C -2.27 2.36 -3.84
18 C -1.71 3.58 -4.21
19 C -0.33 3.75 -4.17
20 C 0.49 2.71 -3.76
21 C 0.35 -1.40 -3.43
22 C -0.37 -1.52 -4.61
23 C -0.80 -2.78 -5.03
24 C -0.51 -3.91 -4.28
25 C 0.22 -3.79 -3.10
26 C 0.65 -2.54 -2.69
27 C 3.84 0.19 -2.76
28 C 4.97 -0.09 -3.56
29 C 3.88 1.72 0.97
30 C 4.92 2.46 0.43
31 C 5.84 3.18 1.21
32 C 5.72 3.09 2.57
33 C 6.57 3.67 3.67
34 C 5.89 3.20 4.98
35 C 4.66 2.46 4.53
36 C 3.64 1.90 5.25
37 C 2.56 1.37 4.53
38 C 2.50 1.29 3.15
39 P 0.84 0.85 2.52
40 C 0.53 -0.84 3.12
41 C 1.56 -1.69 3.54
42 C 1.26 -2.98 3.94
43 C -0.05 -3.44 3.91
44 C -1.07 -2.62 3.47
45 C -0.78 -1.32 3.06
46 C -0.27 1.94 3.46
47 C -0.95 1.55 4.62
48 C -1.75 2.46 5.29
49 C -1.87 3.76 4.82
50 C -1.20 4.15 3.68
51 C -0.41 3.24 2.99
52 C 3.61 1.76 2.38
53 C 4.63 2.39 3.12
54 H 5.52 -0.20 0.20
55 H 7.36 -0.88 -1.28
56 H 7.47 -1.77 -4.21
57 H 8.07 -0.13 -4.14
58 H 6.32 -1.20 -6.20
59 H 6.75 0.48 -6.01
60 H 3.72 0.22 -6.70
61 H 1.68 0.46 -5.37
62 H -1.89 0.38 -3.12
63 H -3.34 2.22 -3.89
64 H -2.34 4.38 -4.56
65 H 0.10 4.70 -4.47
66 H 1.57 2.85 -3.75
67 H -0.61 -0.65 -5.20
68 H -1.36 -2.87 -5.95
69 H -0.85 -4.88 -4.60
70 H 0.45 -4.67 -2.51
71 H 1.25 -2.46 -1.77
72 H 5.06 2.46 -0.64
73 H 6.63 3.74 0.73
74 H 6.60 4.75 3.59
75 H 7.60 3.32 3.59
76 H 5.63 4.03 5.63
77 H 6.54 2.54 5.56
78 H 3.62 1.92 6.33
79 H 1.71 1.02 5.10
80 H 2.58 -1.33 3.57
81 H 2.05 -3.63 4.28
82 H -0.27 -4.46 4.22
83 H -2.09 -2.98 3.42
84 H -1.59 -0.67 2.75
85 H -0.85 0.54 4.99
86 H -2.28 2.15 6.18
87 H -2.50 4.47 5.35
88 H -1.29 5.17 3.32
89 H 0.13 3.55 2.10
90 C 0.19 -6.12 0.69
91 C 1.06 -5.01 0.76
92 C 0.57 -3.75 0.56
93 C -0.80 -3.51 0.27
94 C -1.30 -2.19 0.04
95 C -2.64 -2.06 -0.24
96 C -3.52 -3.17 -0.28
97 C -3.04 -4.43 -0.06
98 C -1.66 -4.64 0.22
99 C -1.14 -5.93 0.43
100 H 0.59 -7.11 0.85
101 H 2.11 -5.16 0.97
102 H 1.26 -2.91 0.65
103 H -3.07 -1.08 -0.44
104 H -4.57 -3.02 -0.50
105 H -3.70 -5.28 -0.09
106 H -1.81 -6.78 0.39
107 N -1.84 2.67 -0.35
108 C -1.28 1.68 -0.19
109 H -2.35 3.53 -0.50